P | C2H8N3O | ωB97M-V/def2-TZVPD

**Gap between HOMO and LUMO**: 0.3917 Eh
**E_HOMO**: -14.092 eV
**Charge**: +1

Each atom is followed by the atoms it is bonded to, with distances in Å.
Cartesian coordinates (Å):
1 C -1.36 1.30 -0.24  C2 1.426, O6 1.560, H7 1.115, H8 1.085
2 C -0.08 0.72 -0.01  C1 1.426, N4 1.283, O6 1.312
3 N 2.17 -0.07 -0.05  N4 1.394, H9 1.025, H10 0.974
4 N 0.97 0.33 -0.64  C2 1.283, N3 1.394, H11 1.001
5 N -0.81 -1.60 0.52  H12 1.056, H13 0.987, H14 0.956
6 O -0.57 1.21 1.10  C1 1.560, C2 1.312
7 H -1.29 2.37 -0.53  C1 1.115
8 H -2.33 0.85 -0.40  C1 1.085
9 H 2.91 -0.36 -0.69  N3 1.025
10 H 2.48 0.66 0.52  N3 0.974
11 H 0.86 0.04 -1.59  N4 1.001
12 H -0.62 -1.68 1.55  N5 1.056
13 H -0.62 -2.49 0.11  N5 0.987
14 H -1.70 -1.27 0.37  N5 0.956

---

Q | C2H8N3O | ωB97M-V/def2-TZVPD

**Gap between HOMO and LUMO**: 0.4012 Eh
**E_HOMO**: -14.328 eV
**Charge**: +1

Each atom is followed by the atoms it is bonded to, with distances in Å.
Cartesian coordinates (Å):
1 C 2.85 1.08 0.29  C2 1.414, O6 1.459, H7 1.088, H8 1.104
2 C 1.90 0.06 0.01  C1 1.414, N4 1.222, O6 1.285
3 N 0.22 -1.56 -0.31  N4 1.479, H9 0.989, H10 0.997
4 N 0.73 -0.17 -0.25  C2 1.222, N3 1.479
5 N -1.92 0.09 0.30  H11 1.153, H12 0.986, H13 1.074, H14 1.069
6 O 3.11 -0.35 0.13  C1 1.459, C2 1.285
7 H 3.31 1.76 -0.42  C1 1.088
8 H 2.92 1.48 1.32  C1 1.104
9 H -0.04 -1.75 -1.25  N3 0.989
10 H 0.97 -2.19 -0.15  N3 0.997
11 H -0.79 -0.09 0.15  N5 1.153
12 H -2.21 -0.54 1.00  N5 0.986
13 H -2.28 -0.42 -0.57  N5 1.074
14 H -2.20 1.11 0.41  N5 1.069

---

Which is most stable, and by how much? Q, by 0.291 eV.